{
  "formula": "C24H24ClF6MoN3O4S3SbTe",
  "method": "wB97M-V/def2-TZVPD",
  "e_above_lowest_kj_mol": 138.7,
  "spin_multiplicity": 2,
  "max_force_ev_per_a": 3.7,
  "orbital_gap_ev": [5.355, 4.379],
  "charge": 2,
  "energy_ev": -114944.3652,
  "lumo_energy_ev": [-6.95, -7.93],
  "species": ["Mo", "F", "C", "C", "C", "C", "O", "C", "C", "N", "C", "C", "C", "C", "C", "C", "N", "C", "C", "N", "C", "C", "C", "O", "O", "H", "H", "H", "H", "H", "H", "H", "H", "H", "H", "H", "H", "H", "H", "H", "H", "H", "H", "S", "Sb", "S", "S", "Cl", "C", "C", "C", "C", "C", "C", "C", "H", "H", "H", "H", "H", "H", "F", "Te", "F", "F", "F", "F", "O"],
  "positions_angstrom": [[2.8668, 0.2081, -1.9421], [-3.6716, 2.5731, -1.1385], [-3.0533, 1.6284, -0.4076], [-1.8830, 1.1214, -0.8645], [-1.2163, 0.0993, -0.1818], [0.0767, -0.3329, -0.6532], [0.5973, 0.2312, -1.6733], [0.6831, -1.3653, 0.0988], [0.0618, -1.8439, 1.2234], [-1.1253, -1.4377, 1.6782], [-1.6268, -2.1914, 2.8352], [-3.0586, -2.5859, 3.0219], [-2.3946, -1.6491, 3.9986], [-1.7913, -0.4177, 0.9913], [-2.9916, 0.1433, 1.4506], [-3.6411, 1.1702, 0.7880], [-4.8176, 1.7175, 1.3149], [-5.8643, 0.8653, 1.8477], [-6.4823, 1.5025, 3.0806], [-7.0449, 2.8387, 2.6842], [-5.9580, 3.7120, 2.1170], [-5.3247, 3.0233, 0.9178], [2.0129, -1.9441, -0.2116], [2.6132, -2.6877, 0.4983], [2.5005, -1.5129, -1.4003], [-1.4739, 1.5054, -1.7879], [0.5844, -2.6000, 1.7939], [-0.9057, -2.9494, 3.0956], [-3.2415, -3.6028, 3.3387], [-3.7975, -2.2173, 2.3260], [-2.1264, -2.0461, 4.9678], [-2.6586, -0.6033, 4.0470], [-3.4150, -0.1897, 2.3799], [-5.4797, -0.1161, 2.1108], [-6.6487, 0.7116, 1.0897], [-5.7268, 1.6801, 3.8436], [-7.2752, 0.8846, 3.4971], [-7.4948, 3.2959, 3.4791], [-7.7628, 2.6983, 1.9680], [-5.2214, 3.8705, 2.9022], [-6.3850, 4.6705, 1.8291], [-4.5178, 3.6604, 0.5735], [-6.0563, 2.9408, 0.1022], [4.0067, 2.3166, -5.6033], [1.8990, 1.9897, -4.8104], [5.1115, -0.1252, -2.0837], [2.1662, -0.3762, -4.1916], [10.5517, -4.0710, -3.8594], [9.0824, -3.3809, -3.2763], [7.8795, -4.0188, -3.5247], [6.7086, -3.4935, -3.0006], [6.7345, -2.3416, -2.2249], [5.4686, -1.8608, -1.5741], [7.9452, -1.6827, -2.0309], [9.1180, -2.1964, -2.5550], [7.8640, -4.9253, -4.1139], [5.7639, -3.9888, -3.1928], [5.5480, -1.8377, -0.4871], [4.6208, -2.4782, -1.8522], [7.9725, -0.7565, -1.4667], [10.0623, -1.6950, -2.3927], [0.1353, 4.5620, -1.2506], [1.0692, 3.0161, -1.7215], [2.6498, 0.6647, -0.1430], [2.5106, 3.6403, -0.7530], [0.5211, 2.5399, 0.0631], [1.8220, 4.2134, -3.0849], [2.9240, 1.8266, -2.4997]],
  "forces_ev_per_angstrom": [[2.1, -0.5, -0.5], [0.0, 0.0, 0.0], [-0.1, 0.0, 0.0], [0.0, 0.0, -0.1], [0.0, 0.0, 0.1], [0.1, 0.0, -0.1], [0.1, 0.1, 0.3], [0.0, 0.1, -0.1], [0.1, 0.0, -0.1], [0.0, 0.0, 0.1], [-0.2, 0.0, 0.0], [0.0, -0.1, 0.0], [0.0, 0.2, 0.2], [-0.1, 0.0, -0.1], [0.0, -0.1, 0.2], [0.0, 0.0, 0.0], [0.0, 0.1, 0.0], [0.1, 0.1, -0.1], [0.0, -0.3, 0.0], [0.1, 0.0, 0.1], [0.2, 0.1, -0.2], [0.1, -0.1, 0.1], [-0.3, 0.1, 0.1], [0.1, -0.2, 0.0], [-0.3, -2.2, 0.6], [0.0, -0.1, 0.0], [-0.1, -0.1, 0.0], [0.0, 0.0, -0.1], [0.0, 0.0, 0.0], [0.0, 0.1, 0.0], [0.1, 0.0, 0.0], [0.0, 0.0, -0.1], [0.0, 0.0, 0.0], [0.0, 0.0, 0.0], [0.0, -0.1, 0.0], [0.0, 0.1, 0.0], [-0.1, 0.1, 0.0], [0.0, 0.0, 0.0], [-0.1, 0.0, 0.1], [-0.1, 0.0, 0.1], [-0.1, 0.0, 0.0], [0.0, 0.0, 0.0], [0.0, 0.0, 0.0], [0.2, -0.1, -0.2], [0.3, -0.7, 0.2], [-0.8, 0.1, 0.0], [-0.1, 0.3, -0.4], [0.0, 0.0, -0.1], [-0.1, 0.0, 0.0], [-0.1, -0.1, 0.0], [-0.1, 0.0, 0.0], [0.0, 0.1, 0.0], [0.1, 0.0, -0.1], [0.0, 0.0, 0.0], [0.1, 0.1, 0.1], [0.0, 0.0, 0.0], [0.0, -0.1, 0.0], [0.0, 0.0, 0.0], [0.0, 0.0, 0.0], [0.1, -0.1, 0.0], [0.0, 0.0, 0.0], [-0.4, 0.0, -0.4], [-0.6, 2.9, 2.1], [0.0, 0.1, 0.1], [0.2, -0.2, -0.2], [-0.2, -0.6, -0.2], [-0.1, -0.5, -0.5], [-0.2, 1.4, -0.7]]
}

{
  "formula": "C3H3N3O2",
  "method": "wB97M-V/def2-TZVPD",
  "e_above_lowest_kj_mol": 142.6,
  "max_force_ev_per_a": 1.9,
  "orbital_gap_ev": 10.061,
  "charge": 0,
  "smiles": "[H]/N=c1\\ncnc(O)o1",
  "energy_ev": -11724.4790,
  "lumo_energy_ev": 0.33,
  "species": ["C", "C", "C", "H", "H", "H", "N", "N", "N", "O", "O"],
  "positions_angstrom": [[1.1088, -0.4299, -0.0358], [0.0188, 1.4704, 0.0063], [-1.1887, -0.4954, 0.0023], [2.9777, -0.6210, -0.0495], [-0.0014, 2.5617, 0.0861], [-3.0355, -0.6620, -0.0167], [1.2405, 0.8566, 0.0057], [-1.1145, 0.8853, -0.0268], [-2.1958, -1.2379, 0.0009], [2.1772, -1.2007, 0.0058], [0.0128, -1.1270, 0.0218]],
  "forces_ev_per_angstrom": [[1.4, 0.6, 0.9], [-0.2, 0.4, 0.2], [-0.9, 1.1, -0.3], [-1.0, -0.5, 0.1], [0.2, -0.3, -0.2], [0.1, 0.0, 0.0], [-0.1, -0.2, -0.4], [-1.2, 0.3, 0.2], [-0.3, 0.1, 0.0], [0.7, 0.1, -0.4], [1.2, -1.5, -0.2]]
}

{
  "formula": "C3H7NS",
  "method": "wB97M-V/def2-TZVPD",
  "e_above_lowest_kj_mol": 235.2,
  "max_force_ev_per_a": 5.9,
  "orbital_gap_ev": 9.270,
  "charge": 0,
  "smiles": "C/C=N\\SC",
  "energy_ev": -15547.2079,
  "lumo_energy_ev": 1.05,
  "species": ["C", "C", "C", "H", "H", "H", "H", "H", "H", "H", "N", "S"],
  "positions_angstrom": [[-2.4255, 0.1659, 0.1814], [1.4746, 0.6693, 0.0880], [2.2581, -0.5337, 0.0947], [-2.9947, 0.5987, -0.8876], [-3.0043, -0.8945, 0.5057], [-2.1976, 0.7368, 1.0937], [2.1709, 1.6545, -0.1602], [1.8316, -1.5032, -0.1744], [3.1365, -0.4367, -0.6067], [2.5795, -0.6280, 1.1607], [0.2172, 0.9055, -0.1115], [-0.6804, -0.4797, -0.1460]],
  "forces_ev_per_angstrom": [[-0.8, -2.8, -2.0], [-0.1, 5.0, -3.1], [1.9, -1.9, 0.6], [1.8, -0.8, 3.7], [1.5, 3.1, -0.9], [-1.1, 0.5, -0.7], [-1.8, -2.2, 1.3], [-0.6, 0.4, 0.1], [-0.7, 0.2, 1.1], [0.4, -0.2, -0.8], [1.9, 0.0, 0.9], [-2.4, -1.0, -0.1]]
}

{
  "formula": "C3H5IN2O",
  "method": "wB97M-V/def2-TZVPD",
  "e_above_lowest_kj_mol": 328.6,
  "max_force_ev_per_a": 4.0,
  "orbital_gap_ev": [8.815, 8.812],
  "charge": 0,
  "energy_ev": -16315.8229,
  "lumo_energy_ev": [-0.69, -0.69],
  "species": ["C", "C", "C", "N", "N", "O", "I", "H", "H", "H", "H", "H"],
  "positions_angstrom": [[0.4185, 0.0520, -0.2507], [-0.2969, -1.1169, 0.2892], [0.4995, 1.1589, 0.7776], [-0.0970, 0.5576, -1.5836], [-1.2069, 0.0952, -1.8050], [-1.8370, -0.6154, -1.0070], [0.2527, -3.0988, -0.3851], [1.5176, -0.1290, -0.5090], [-0.6132, -1.1439, 1.2841], [1.1412, 2.0244, 0.3249], [0.7886, 0.7939, 1.8561], [-0.5672, 1.4219, 1.0085]],
  "forces_ev_per_angstrom": [[3.1, -0.8, 0.7], [-0.1, -0.1, -4.0], [-0.8, 1.1, 1.5], [-0.2, -0.5, 0.2], [0.0, 1.5, -0.8], [0.9, -1.9, 2.2], [-0.4, 1.2, 0.4], [-1.5, -0.5, 0.2], [-0.9, 0.1, 1.2], [-1.4, -1.4, 1.4], [0.4, 0.6, -2.3], [0.9, 0.7, -0.5]]
}

{
  "formula": "C3H3O2Rb",
  "method": "wB97M-V/def2-TZVPD",
  "e_above_lowest_kj_mol": 193.4,
  "max_force_ev_per_a": 4.0,
  "orbital_gap_ev": 3.495,
  "charge": 0,
  "energy_ev": -7905.6091,
  "lumo_energy_ev": -1.56,
  "species": ["O", "Rb", "O", "C", "C", "C", "H", "H", "H"],
  "positions_angstrom": [[0.5513, 1.2412, -0.9007], [0.9864, 1.6581, -4.4536], [0.7546, -2.0191, 0.1223], [0.5124, -0.8325, 0.2165], [0.1064, 0.0518, -0.8630], [-0.5509, -0.1253, 1.2411], [-0.7822, -0.8961, 1.9877], [-1.5424, 0.2131, 0.9045], [-0.0356, 0.7088, 1.7451]],
  "forces_ev_per_angstrom": [[-0.6, -1.0, -1.1], [-0.2, -0.3, 0.9], [0.9, -0.3, 1.4], [-3.7, 0.1, -1.4], [2.3, 2.9, -1.3], [0.6, -1.3, 2.0], [0.1, 0.1, 0.1], [0.7, -0.1, -0.5], [-0.2, -0.2, -0.3]]
}

{
  "formula": "C11H16BeBr2N5O4PTe",
  "method": "wB97M-V/def2-TZVPD",
  "e_above_lowest_kj_mol": 0.0,
  "max_force_ev_per_a": 0.5,
  "orbital_gap_ev": 7.284,
  "charge": 0,
  "energy_ev": -184378.8152,
  "lumo_energy_ev": -0.37,
  "species": ["Be", "Br", "C", "Br", "H", "H", "O", "N", "C", "C", "N", "C", "N", "C", "C", "O", "P", "O", "Te", "O", "C", "C", "H", "H", "H", "H", "H", "H", "H", "H", "H", "H", "N", "C", "C", "C", "N", "H", "H", "H", "H"],
  "positions_angstrom": [[0.5498, 0.2965, 1.4584], [3.8371, 1.9345, 3.0090], [3.7180, 0.0351, 2.7942], [2.9929, -0.5019, 1.0764], [3.0488, -0.3621, 3.5458], [4.7178, -0.3739, 2.8493], [0.6606, 0.1489, 2.9931], [0.0493, -0.5152, 3.9426], [-1.1911, -0.2295, 4.1438], [-1.8861, 0.7930, 3.4101], [-2.3657, 1.6419, 2.8017], [-1.8811, -0.9073, 5.2067], [-2.4700, -1.4281, 6.0427], [-2.0128, -3.9049, -2.4552], [-2.2680, -2.4817, -2.0148], [-1.1997, -2.0981, -1.1330], [-0.8500, -0.5855, -0.7639], [-0.2258, -0.7325, 0.6348], [-2.6169, 0.9046, -1.0696], [0.4566, -0.2385, -1.6395], [0.3826, 0.1275, -3.0250], [0.8882, -1.0083, -3.8896], [-2.8362, -4.2461, -3.0830], [-1.9369, -4.5606, -1.5884], [-1.0860, -3.9774, -3.0245], [-3.2117, -2.3987, -1.4742], [-2.3146, -1.8009, -2.8668], [0.9993, 1.0194, -3.1431], [-0.6437, 0.3988, -3.2822], [1.9361, -1.2212, -3.6785], [0.7893, -0.7422, -4.9427], [0.3123, -1.9149, -3.7019], [-0.2868, 2.8289, 0.9997], [0.0062, 3.9772, 0.3908], [1.2283, 3.8145, -0.2317], [1.5984, 2.5024, 0.0534], [0.6684, 1.9086, 0.7989], [-1.1426, 2.5778, 1.4892], [-0.6650, 4.8170, 0.4329], [1.7743, 4.5379, -0.8089], [2.4764, 1.9649, -0.2570]],
  "forces_ev_per_angstrom": [[-0.3, 0.0, -0.2], [0.0, 0.0, 0.0], [0.0, -0.1, -0.1], [0.2, -0.1, 0.0], [0.0, 0.0, 0.0], [0.0, 0.0, 0.0], [0.0, 0.5, 0.2], [0.0, -0.2, -0.1], [-0.1, 0.0, 0.2], [0.1, 0.1, -0.2], [0.1, 0.0, 0.1], [0.0, 0.0, -0.1], [0.0, 0.0, 0.0], [0.0, 0.1, 0.0], [-0.1, -0.1, -0.1], [0.1, 0.1, 0.0], [0.1, -0.3, -0.2], [0.0, 0.2, 0.1], [0.0, -0.1, 0.0], [-0.1, 0.1, 0.1], [0.0, -0.1, -0.1], [0.0, 0.0, 0.1], [0.0, 0.0, 0.0], [0.0, 0.0, 0.0], [0.0, 0.0, 0.0], [0.0, 0.0, 0.0], [0.0, 0.0, 0.0], [0.0, 0.0, 0.0], [0.0, 0.0, 0.0], [0.0, 0.0, 0.0], [0.0, 0.0, 0.0], [0.0, 0.0, 0.0], [-0.1, 0.0, 0.1], [0.1, 0.0, 0.0], [0.0, 0.0, 0.0], [-0.1, 0.0, -0.1], [0.1, -0.2, 0.2], [0.0, 0.0, -0.1], [0.0, 0.0, 0.0], [0.0, 0.0, 0.0], [0.0, 0.0, 0.1]]
}